(1)
Molecular formula: C2H2ClN3S
Method: DFT, ωB97M-V/def2-TZVPD

The HOMO-LUMO gap (alpha / beta) is 0.320 / 0.320 Ha. The calculation puts the LUMO energy (alpha / beta) at -0.51 / -0.51 eV. The calculation puts the electronic energy at -1099.90988 Ha.

XYZ file:
```
9
Properties=species:S:1:pos:R:3:nbo_charge:R:1
C 1.32958 0.97790 0.84117 -0.147
C 0.04746 -0.24886 -0.38096 0.514
N 0.06682 0.62974 0.66685 -0.487
N 1.14072 -0.57156 -1.01673 -0.672
N -1.95095 -0.72797 -0.87025 -0.657
S 2.38056 0.19202 -0.29335 0.637
Cl -2.98532 0.03429 0.10554 0.210
H 1.84778 1.49181 1.65165 0.230
H -1.87665 -1.77737 -0.70393 0.372
```

---

(2)
Molecular formula: C10H18N3O4
Method: DFT, ωB97M-V/def2-TZVPD

As for the SMILES: CC(C)[C@H](C)COc1c[nH]c(CON=O)[n+]1O. The HOMO-LUMO gap is 0.343 Ha. The calculation puts the LUMO energy at -3.73 eV. The calculation puts the electronic energy at -856.62202 Ha. As for the charge: +1.

XYZ file:
```
35
Properties=species:S:1:pos:R:3:nbo_charge:R:1
C 4.10209 -0.17446 1.08529 -0.625
C 3.41477 0.10855 -0.30397 -0.205
C 3.84501 -0.93056 -1.44451 -0.627
C 1.84240 0.28245 -0.25017 -0.250
C 1.52098 1.80398 0.02809 -0.622
C 1.10168 -0.73132 0.70060 -0.089
O -0.05559 -1.34573 0.07904 -0.454
C -1.20887 -0.69454 0.33102 0.459
C -1.63094 0.25696 1.31985 -0.164
N -3.01080 0.51636 1.05124 -0.464
C -3.41652 -0.23137 -0.02323 0.385
C -4.82871 -0.32524 -0.66790 -0.153
O -5.78550 0.48550 0.05478 -0.381
N -5.54241 1.79138 -0.40572 0.364
O -5.76925 2.57411 0.43135 -0.214
N -2.34119 -0.96089 -0.47294 -0.044
O -2.24409 -1.82477 -1.50290 -0.467
H 5.22283 -0.13713 1.05540 0.239
H 3.85042 -1.23258 1.40751 0.196
H 3.64478 0.49640 1.85743 0.206
H 3.82476 1.09939 -0.66166 0.210
H 3.03017 -1.65980 -1.69111 0.206
H 4.00136 -0.31911 -2.38358 0.220
H 4.83509 -1.40704 -1.22691 0.226
H 1.46734 0.06471 -1.29750 0.222
H 2.17740 2.47315 -0.60069 0.233
H 1.74062 2.03127 1.10624 0.207
H 0.46296 2.07068 -0.26751 0.207
H 1.82706 -1.57384 0.89404 0.227
H 0.91161 -0.26241 1.69987 0.190
H -1.00498 0.67930 2.12774 0.275
H -3.62819 1.13099 1.59034 0.471
H -4.79561 0.07513 -1.71495 0.253
H -5.20028 -1.38716 -0.73576 0.256
H -2.36041 -2.74237 -1.16884 0.503
```

---

(3)
Molecular formula: C48H82O19
Method: DFT, ωB97M-V/def2-TZVPD

As for the SMILES: O=C1CCCO1.O=C1CCCO1.O=C1CCCO1.O=C1CCCO1.O=C1CCCO1.O=C1CCCO1.O=C1CCCO1.C1CCOC1.C1CCOC1.C1CCOC1.C1CCOC1.C1CCOC1. The HOMO-LUMO gap is 0.338 Ha. The calculation puts the LUMO energy at 0.17 eV. The calculation puts the electronic energy at -3307.72744 Ha.

XYZ file:
```
149
Properties=species:S:1:pos:R:3:mulliken_charge:R:1
O -2.67842 -1.63917 2.95932 -0.389
C -2.90781 -1.12045 4.01651 0.268
C -3.04806 0.36444 4.34491 -0.051
C -3.58341 0.30193 5.76794 -0.652
C -2.87860 -0.93502 6.28199 -0.467
O -2.92534 -1.82502 5.14713 -0.363
H -2.00293 0.69830 4.35104 0.103
H -3.60204 0.96678 3.63312 0.293
H -3.33254 1.15753 6.39576 0.338
H -4.66510 0.16690 5.76094 0.333
H -1.83775 -0.70956 6.52523 0.248
H -3.33532 -1.32972 7.18568 0.373
O -0.75954 0.20633 -4.64233 -0.570
C -0.33220 -0.90218 -4.47436 0.189
C 0.61608 -1.64462 -5.41602 -0.101
C 0.39871 -3.08223 -4.95049 -0.751
C 0.07307 -2.91279 -3.46260 0.466
O -0.59450 -1.64297 -3.38118 0.114
H 0.32100 -1.43772 -6.43966 0.420
H 1.64752 -1.34137 -5.24369 -0.271
H -0.43813 -3.51953 -5.49523 0.288
H 1.29941 -3.68102 -5.08127 0.428
H -0.61098 -3.67869 -3.09599 0.182
H 0.96652 -2.93385 -2.83336 -0.359
O 2.98714 -1.81516 4.13955 -0.561
C 2.28422 -2.79678 4.09922 0.093
C 0.86343 -2.84665 3.64892 1.730
C 0.40164 -4.19476 4.22917 -0.436
C 1.72083 -4.97273 4.34676 -0.368
O 2.72570 -3.98245 4.52617 -0.428
H 0.25861 -2.00062 3.96326 -0.061
H 0.81229 -2.85183 2.55649 -1.131
H 0.04079 -4.12932 5.25914 0.324
H -0.36108 -4.72689 3.66568 0.317
H 1.67744 -5.70649 5.14959 0.437
H 1.91232 -5.54489 3.43359 0.095
O 4.63115 2.14137 0.26394 -0.540
C 4.51283 1.97768 1.44665 0.304
C 3.79030 0.87480 2.16485 1.064
C 3.50640 1.56475 3.49693 -0.186
C 4.68274 2.53191 3.66073 -0.714
O 5.08989 2.83756 2.31358 -0.421
H 2.91421 0.47375 1.66445 -0.725
H 4.50789 0.06455 2.32243 0.097
H 2.57287 2.12690 3.49494 -0.039
H 3.39684 0.75869 4.22541 0.403
H 4.36550 3.40928 4.21815 0.370
H 5.48590 2.04654 4.21817 0.289
O 0.60820 -5.11602 0.91582 -0.444
C -0.47549 -4.77728 0.52459 0.229
C -1.09169 -3.41900 0.53967 2.031
C -2.32626 -3.56916 -0.34055 0.103
C -2.53521 -5.09697 -0.42703 -0.846
O -1.31241 -5.70039 -0.00658 -0.452
H -1.41425 -3.24446 1.57233 -0.226
H -0.38238 -2.65382 0.23095 -1.117
H -3.22472 -3.06015 -0.00100 0.536
H -2.06975 -3.21887 -1.34407 -0.697
H -3.33974 -5.35765 0.26008 0.313
H -2.76321 -5.33082 -1.46349 0.387
O -6.81423 -1.13060 -1.69396 -0.602
C -5.82827 -1.02428 -2.35070 0.393
C -4.99718 -2.15183 -2.92829 0.318
C -4.28757 -1.43875 -4.05587 -0.369
C -4.13356 -0.00537 -3.50765 0.486
O -5.31278 0.18069 -2.71034 -0.388
H -4.29454 -2.52158 -2.18086 -0.480
H -5.61703 -2.97827 -3.26455 0.392
H -3.30432 -1.85467 -4.28630 -0.002
H -4.81393 -1.35034 -5.00598 0.334
H -3.20122 0.08625 -2.94326 -0.517
H -4.03875 0.69452 -4.33510 0.489
O 3.83675 -4.47137 -2.08047 -0.571
C 3.85501 -4.29314 -0.89896 0.235
C 3.47555 -3.03177 -0.15025 2.794
C 4.34183 -3.20914 1.08993 -0.319
C 4.24619 -4.69834 1.32325 -0.043
O 4.21479 -5.24550 -0.00014 -0.410
H 3.64933 -2.08000 -0.64085 -1.096
H 2.43144 -3.05018 0.17403 -1.140
H 5.36254 -2.84806 0.95122 0.375
H 3.90713 -2.60850 1.89290 -0.182
H 5.12143 -5.02949 1.88148 0.400
H 3.35471 -4.94593 1.89958 -0.158
C -0.48151 4.46538 -4.06096 -0.793
C -1.18219 3.43806 -3.16952 1.152
C -2.67986 3.65081 -3.47895 0.239
O -2.66018 3.97202 -4.88215 -0.496
C -1.43022 4.63175 -5.21892 -0.569
H 0.52583 4.17428 -4.34492 0.393
H -0.47006 5.37985 -3.45752 0.285
H -0.98976 3.47863 -2.09653 -0.378
H -0.87298 2.45406 -3.53080 -0.351
H -3.07966 4.52769 -2.97443 0.253
H -3.19180 2.70476 -3.33580 -0.355
H -1.63891 5.68515 -5.40835 0.308
H -1.02896 4.12395 -6.09667 0.304
C -0.10733 5.32995 1.17653 -0.355
C 0.99084 6.24254 1.74925 -0.818
C 1.45353 5.41432 2.94121 -0.588
O 1.38965 4.07082 2.52048 -0.356
C 0.34466 3.90338 1.57922 0.694
H -0.24553 5.47338 0.10664 0.377
H -1.04736 5.51287 1.69867 0.346
H 0.60938 7.22199 2.03761 0.373
H 1.83737 6.43126 1.08968 0.323
H 0.87037 5.58392 3.85746 0.301
H 2.48123 5.63991 3.23943 0.341
H -0.49232 3.35986 2.03064 -0.180
H 0.73678 3.36372 0.71409 -0.238
C -3.73370 4.61591 1.16306 -0.207
C -4.01940 3.12655 1.27272 0.365
C -4.13154 2.70118 -0.17746 0.540
O -4.34480 3.87928 -0.94995 -0.380
C -4.55463 4.97573 -0.06500 -0.702
H -2.69398 4.92699 1.03316 -0.504
H -4.03764 5.14421 2.07161 0.586
H -4.97675 3.02964 1.78708 0.360
H -3.22167 2.57491 1.77096 -0.503
H -4.91300 1.95904 -0.36302 0.210
H -3.18047 2.27892 -0.52911 -0.607
H -5.62954 5.00782 0.16569 0.265
H -4.34733 5.96711 -0.46785 0.417
C 5.48108 -1.55817 -3.41445 -0.611
C 5.66550 -0.18869 -2.75863 -0.854
C 4.32417 0.09213 -2.07913 -0.078
O 3.38326 -0.80575 -2.67978 0.087
C 3.99818 -1.50975 -3.75573 -0.720
H 5.69559 -2.40286 -2.76372 0.187
H 6.11190 -1.57273 -4.30387 0.426
H 5.87444 0.58897 -3.49399 0.346
H 6.53525 -0.21091 -2.09818 0.321
H 4.07388 1.11204 -2.37323 0.410
H 4.38741 -0.03423 -1.00121 -0.139
H 3.81335 -1.07782 -4.74790 0.503
H 3.66559 -2.54412 -3.89073 0.226
C -1.05195 0.51749 0.55134 0.510
C -0.21024 0.89009 -0.68134 1.833
C 1.04581 -0.01229 -0.56993 0.310
O 0.94913 -0.64413 0.72040 0.992
C 0.01366 0.03229 1.51654 0.569
H -1.72750 -0.27956 0.23248 0.356
H -1.63008 1.36324 0.91941 -1.175
H -0.00776 1.95596 -0.59005 -0.600
H -0.75429 0.61728 -1.58424 -0.704
H 1.96790 0.57457 -0.57213 -0.046
H 1.05112 -0.78540 -1.33520 -0.855
H 0.49284 0.86031 2.06349 -0.249
H -0.40063 -0.61478 2.29169 -0.839
```

---

(4)
Molecular formula: C7H27NO7
Method: DFT, ωB97M-V/def2-TZVPD

As for the SMILES: C/C=C/C=C/CCN.O.O.O.O.O.O.O. The HOMO-LUMO gap is 0.352 Ha. The calculation puts the LUMO energy at 0.16 eV. The calculation puts the electronic energy at -864.28344 Ha.

XYZ file:
```
42
Properties=species:S:1:pos:R:3:nbo_charge:R:1
C -0.48744 -3.80478 -1.00860 -0.657
C 0.13684 -2.43350 -0.99663 -0.171
C 1.42165 -2.19610 -1.25018 -0.225
C 1.92780 -0.80528 -1.24782 -0.209
C 2.30911 -0.10483 -0.19266 -0.177
C 2.55581 1.38722 -0.21299 -0.461
C 1.26290 2.13425 -0.53403 -0.223
N 0.21336 1.86063 0.41629 -0.915
H -1.48822 -3.76916 -0.57625 0.224
H 0.13967 -4.56177 -0.54610 0.219
H -0.68963 -4.12810 -2.03640 0.222
H -0.56814 -1.60530 -1.02273 0.184
H 2.07939 -3.02946 -1.47681 0.207
H 1.78350 -0.31371 -2.21006 0.209
H 2.40081 -0.55968 0.78935 0.198
H 3.27173 1.77052 -0.95341 0.219
H 3.11853 1.59805 0.69432 0.193
H 0.87945 1.74134 -1.47896 0.221
H 1.48048 3.18339 -0.76974 0.179
H 0.10139 2.34887 1.27649 0.368
H -0.66825 1.49501 0.10037 0.400
O -0.74839 -0.87520 2.12856 -0.955
H -0.35220 -0.17376 2.65771 0.474
H -0.27167 -0.82150 1.28545 0.487
O 1.25987 -0.77288 4.41821 -0.974
H 0.98057 -1.27357 3.65448 0.473
H 1.63243 0.08373 4.16694 0.495
O 2.11032 1.49081 2.97023 -0.965
H 2.81417 2.04221 2.62236 0.484
H 1.50710 1.33654 2.23176 0.481
O -2.95031 0.95156 0.83095 -0.974
H -3.69778 0.98128 1.37812 0.473
H -2.28257 0.48286 1.35104 0.495
O -1.07676 0.47744 -3.34538 -0.961
H -1.68332 1.12215 -2.95083 0.493
H -1.28715 0.55269 -4.28311 0.466
O -3.82999 -1.71319 -0.88582 -0.931
H -2.88022 -1.55581 -0.92156 0.463
H -4.06009 -1.05500 -0.22119 0.468
O -2.09041 2.63108 -1.58685 -0.968
H -1.43972 3.26043 -1.26919 0.483
H -2.83461 2.62052 -0.99530 0.492
```

---

For the records above, the corresponding relative energy (zero: lowest compared OMol25 entry of this formula, charge and spin) values read 277.6; 0.0; 0.0; 0.0 kJ/mol.